6 unconnected molecules or ions with the total composition C42H38F5NO5, computed with ωB97M-V/def2-TZVPD.

Last column: Löwdin charge in e.
Cartesian coordinates (Å):
F 2.237 1.774 -0.780  0.165
F 1.576 -1.377 3.881  0.137
F 3.761 0.856 -2.008  0.099
F 1.868 -0.126 -1.750  0.171
F 2.901 -3.070 3.687  0.094
O 0.299 -2.599 1.268  0.069
O -0.839 -0.615 1.763  0.190
O -1.163 -2.605 2.887  0.074
O -2.072 -4.871 3.411  -0.136
O -3.787 -4.933 2.150  0.100
N -2.829 -5.536 2.405  0.007
C 2.064 2.847 -4.935  -0.102
C 6.152 -0.400 -5.191  -0.095
C 4.360 -1.522 2.191  -0.004
C -5.200 -4.072 8.247  -0.100
C -4.700 -1.632 0.066  -0.090
C -1.340 6.764 -1.902  -0.098
C 4.713 -0.167 0.262  0.001
C -1.861 5.175 -0.173  -0.091
C -0.698 -4.925 3.008  -0.110
C 7.035 -0.027 -6.194  -0.102
C 1.046 -3.113 2.359  -0.151
C 5.177 -0.874 1.325  -0.056
C -3.865 -2.707 6.786  -0.089
C -0.625 -1.783 1.949  -0.480
C 1.787 3.476 -3.730  -0.084
C 2.541 -0.765 0.934  0.049
C -3.984 -5.082 6.435  -0.094
C -2.378 6.197 0.610  -0.097
C -6.480 -3.225 0.345  -0.094
C -0.109 -3.539 3.290  -0.143
C 3.365 -0.128 0.063  -0.101
C 7.130 1.303 -6.571  -0.101
C -4.838 -5.200 7.524  -0.099
C 3.004 -1.473 1.995  -0.090
C -5.156 -1.346 -1.214  -0.096
C 2.117 -2.219 2.966  -0.417
C 5.366 0.554 -4.556  -0.091
C 5.467 1.891 -4.933  -0.090
C 2.776 0.604 -1.111  -0.582
C -4.716 -2.825 7.877  -0.098
C -3.496 -3.836 6.067  -0.090
C 1.468 4.827 -3.707  -0.098
C -6.278 -1.995 -1.712  -0.100
C -1.853 7.787 -1.116  -0.097
C 2.030 3.574 -6.118  -0.092
C -1.346 5.458 -1.431  -0.100
C 1.430 5.552 -4.890  -0.095
C -2.376 7.503 0.138  -0.099
C -6.940 -2.933 -0.931  -0.099
C -5.361 -2.572 0.845  -0.106
C 6.349 2.260 -5.940  -0.093
C 1.716 4.926 -6.095  -0.095
H 4.686 0.249 -3.782  0.074
H 6.427 3.300 -6.233  0.101
H -5.004 -2.795 1.841  0.086
H -6.635 -1.770 -2.708  0.099
H 5.382 0.344 -0.411  0.130
H -4.638 -0.617 -1.823  0.100
H -3.699 -5.962 5.872  0.097
H 0.070 -3.330 4.342  0.168
H 2.306 1.792 -4.957  0.101
H -1.861 4.157 0.196  0.101
H 7.814 1.595 -7.358  0.099
H 1.180 6.606 -4.872  0.098
H 6.246 -0.928 1.475  0.119
H -0.641 -5.163 1.949  0.130
H -0.171 -5.662 3.616  0.136
H 1.692 5.491 -7.018  0.100
H -3.828 -1.122 0.457  0.096
H 2.250 3.085 -7.058  0.103
H 7.648 -0.775 -6.682  0.099
H -3.489 -1.734 6.496  0.101
H 4.818 -2.051 3.010  0.127
H -1.846 8.806 -1.482  0.099
H 1.480 -0.689 0.755  0.126
H 1.818 2.917 -2.809  0.079
H -5.221 -6.172 7.809  0.099
H -5.861 -4.165 9.100  0.099
H -7.817 -3.437 -1.319  0.099
H -0.948 4.660 -2.045  0.090
H -2.781 8.300 0.748  0.099
H 1.530 -3.998 1.944  0.182
H 4.865 2.650 -4.449  0.094
H -2.783 5.977 1.590  0.100
H -5.002 -1.945 8.439  0.099
H -6.993 -3.960 0.952  0.101
H 1.250 5.315 -2.766  0.090
H -0.936 6.984 -2.882  0.094
H 6.077 -1.441 -4.899  0.099
H -2.831 -3.745 5.222  0.073

Computed properties:
SMILES: O=NOC[C@@H]1OC(=O)O[C@H]1C(F)(F)c1cccc(C(F)(F)F)c1.c1ccccc1.c1ccccc1.c1ccccc1.c1ccccc1.c1ccccc1
Multiplicity: 1


A molecular structure, C42H38FO6PSi2, computed with ωB97M-V/def2-TZVPD.

Last column: Löwdin charge in e.
Cartesian coordinates (Å):
P 0.409 -5.351 -1.099  0.856
Si 4.586 -5.017 0.954  0.615
Si 1.748 -4.763 0.584  0.239
F 2.040 -3.153 0.577  -0.166
O -0.201 2.045 6.344  0.103
O -4.363 8.943 -4.148  0.105
O -1.755 2.714 1.277  0.095
O 5.981 -6.680 -0.631  -0.136
O -4.612 6.912 0.785  0.097
O 3.127 -5.726 0.456  -0.365
C -5.505 8.437 -0.768  -0.082
C -1.505 6.104 -3.030  -0.055
C 6.914 -6.845 -4.213  -0.085
C 5.790 -5.246 -0.514  -0.282
C 0.112 1.452 4.090  -0.083
C -0.307 1.612 2.768  -0.084
C -0.574 2.173 5.195  -0.278
C 1.798 -0.100 3.366  -0.060
C -2.440 7.038 -3.447  -0.002
C -3.492 4.512 5.595  -0.055
C -4.400 8.503 -3.016  -0.278
C 1.171 0.601 4.383  -0.002
C 1.142 -3.665 4.262  0.088
C -6.302 9.993 -2.430  -0.001
C -3.478 6.960 -1.271  -0.080
C -6.487 8.877 0.112  -0.003
C -3.423 7.476 -2.568  -0.084
C -2.424 3.680 5.891  -0.002
C 0.042 -7.891 -2.398  -0.169
C -5.422 8.987 -2.049  -0.082
C 0.857 -5.342 2.167  -0.255
C -1.548 5.604 -1.731  -0.049
C 5.400 -8.654 -3.675  -0.085
C 1.368 0.044 2.051  -0.052
C -4.540 7.395 -0.327  -0.276
C -3.180 4.092 3.246  0.002
C -2.534 6.027 -0.856  0.006
C 6.085 -7.076 -1.949  -0.300
C -2.119 3.244 3.539  -0.082
C 0.490 -4.099 -2.471  -0.467
C 1.070 -7.011 -1.632  -0.483
C -1.420 2.540 2.432  -0.276
C 6.867 -6.389 -2.888  -0.028
C -3.864 4.725 4.271  -0.050
C 1.038 -4.397 3.303  -0.208
C 0.321 0.901 1.752  0.001
C -7.366 9.875 -0.275  -0.058
C 5.374 -8.209 -2.344  -0.016
C -7.268 10.440 -1.543  -0.057
C 6.183 -7.970 -4.609  -0.105
C 1.932 -3.798 -3.012  -0.161
C -1.730 3.048 4.866  -0.084
H 1.156 -6.380 2.408  0.093
H 1.852 -0.514 1.259  0.097
H -4.693 5.383 4.039  0.109
H 7.549 -6.288 -4.909  0.105
H -2.402 7.428 -4.456  0.120
H 2.002 -6.882 -2.214  0.061
H 6.247 -8.312 -5.645  0.100
H 4.794 -9.532 -3.925  0.105
H 0.088 -3.144 -2.078  0.066
H -0.426 -7.345 -3.231  0.062
H 0.603 -8.758 -2.799  0.069
H 7.450 -5.516 -2.578  0.115
H 4.470 -3.620 1.385  -0.017
H -0.009 1.013 0.727  0.119
H -0.698 -8.294 -1.684  0.068
H -6.231 10.430 -3.417  0.121
H -0.206 -4.407 -3.273  0.063
H 5.185 -5.778 2.072  -0.016
H -7.948 11.228 -1.840  0.107
H 1.917 -3.374 -4.034  0.067
H 1.232 -3.182 5.220  0.033
H 5.263 -4.853 -1.403  0.093
H -2.133 3.520 6.921  0.120
H -0.229 -5.398 1.951  0.075
H -6.562 8.444 1.101  0.119
H 1.505 0.484 5.406  0.120
H -3.477 4.257 2.218  0.112
H -4.035 4.998 6.395  0.107
H -2.566 5.633 0.151  0.110
H 4.770 -8.788 -1.639  0.119
H -8.128 10.220 0.414  0.107
H 6.770 -4.765 -0.339  0.090
H 2.620 -0.766 3.597  0.105
H -0.811 4.881 -1.404  0.109
H 2.508 -4.738 -3.004  0.050
H 2.369 -3.019 -2.367  0.061
H -0.737 5.766 -3.715  0.107
H 1.346 -7.548 -0.703  0.068

Computed properties:
Multiplicity: 1


A gas-phase ion, C42H38P (charge +1), computed with ωB97M-V/def2-TZVPD.

Last column: Löwdin charge in e.
Cartesian coordinates (Å):
P 0.461 0.121 0.491  1.247
C -3.837 -0.161 -2.983  -0.049
C 3.454 -0.322 -2.086  -0.064
C -0.295 -0.636 -2.063  -0.079
C -0.632 2.460 -2.122  -0.068
C -2.668 2.651 1.652  -0.028
C -1.734 2.016 0.846  -0.068
C 5.024 2.745 3.720  -0.041
C 0.566 -1.581 1.180  -0.324
C -4.967 -0.901 -3.297  -0.073
C -0.378 -3.787 1.570  -0.023
C -2.038 2.040 -4.029  -0.025
C -4.824 -2.194 -3.851  -0.067
C -2.532 -0.701 -3.103  -0.187
C -2.399 -2.029 -3.581  -0.033
C 0.364 -3.948 2.746  -0.263
C -4.168 2.734 3.709  -0.036
C -1.098 0.823 1.243  -0.276
C 0.261 -5.175 3.619  -0.043
C 1.255 -2.928 3.086  -0.025
C 0.953 -0.163 -1.490  -0.241
C -1.636 0.194 2.385  -0.059
C 3.173 0.933 0.898  -0.060
C -2.571 0.839 3.191  -0.023
C 2.223 -2.387 -1.789  -0.021
C 4.662 -1.042 -2.217  -0.062
C 3.436 -3.104 -1.945  -0.052
C -0.646 3.828 -2.414  -0.074
C 2.586 2.364 3.213  -0.012
C 1.829 1.066 1.287  -0.309
C 2.235 -0.980 -1.794  -0.202
C -0.253 -2.644 0.765  -0.078
C -2.038 3.408 -4.334  -0.050
C 1.543 1.888 2.389  -0.051
C 4.200 1.443 1.701  -0.022
C -3.526 -2.739 -4.003  -0.074
C 1.421 -1.803 2.276  -0.055
C 3.927 2.161 2.860  -0.263
C -1.341 4.309 -3.513  -0.074
C -1.325 1.522 -2.931  -0.158
C 4.645 -2.436 -2.156  -0.071
C -3.116 2.078 2.840  -0.255
C -1.343 0.072 -2.666  -0.100
H -4.429 2.080 4.525  0.069
H 1.835 -3.064 4.007  0.122
H -2.569 3.764 -5.219  0.112
H -5.974 -0.495 -3.163  0.110
H 5.682 1.955 4.139  0.096
H -3.805 3.689 4.133  0.096
H 0.990 -5.121 4.422  0.072
H 5.595 -2.973 -2.148  0.112
H 0.435 -6.116 3.060  0.095
H -5.714 -2.753 -4.173  0.108
H 2.383 2.912 4.126  0.114
H 4.600 3.302 4.546  0.070
H -0.066 4.520 -1.791  0.116
H -3.074 3.631 1.354  0.132
H -2.931 0.396 4.132  0.125
H 2.204 -1.074 2.507  0.107
H 3.442 0.438 -0.028  0.070
H -0.744 -5.268 4.079  0.095
H 3.487 0.774 -2.095  0.120
H -1.415 -2.532 -3.654  0.118
H -3.973 0.859 -2.602  0.122
H 5.688 3.423 3.145  0.097
H 5.584 -0.489 -2.306  0.106
H -1.529 2.495 -0.114  0.075
H -1.075 -4.587 1.279  0.127
H -2.642 1.377 -4.652  0.121
H 1.179 0.903 -1.618  0.083
H -1.304 -0.819 2.657  0.111
H 0.512 2.154 2.622  0.103
H 1.292 -2.924 -1.576  0.102
H -3.419 -3.724 -4.472  0.107
H -0.815 -2.608 -0.170  0.102
H -1.320 5.372 -3.763  0.111
H 3.444 -4.177 -1.828  0.104
H -5.085 2.977 3.141  0.095
H -0.159 2.110 -1.195  0.062
H 5.246 1.269 1.413  0.128
H -0.411 -1.713 -2.021  0.073

Computed properties:
Charge: +1
Multiplicity: 1


Values for strongest force on any atom, Eh/bohr, ordered as above
0.04495; 0.04563; 0.06186
Values for LUMO level, Ha, ordered as above
-0.0119; -0.0342; -0.1093
Values for E_tot, Ha, ordered as above
-2553.430675; -3095.023974; -1964.363650